77
Properties=species:S:1:pos:R:3:forces:R:3 method="wB97M-V/def2-TZVPD" e_tot_ha=-6869.7023 lumo_energy_ev=1.9 homo_ev=-3.8 mol_weight_da=680.0 total_charge=-1 gap_ev=5.69 largest_force_ev_per_a=2.76
Be 1.135284 -1.334323 -1.959659 0.196 -1.247 0.923
O 3.224130 -6.675982 0.670825 -0.194 0.407 -0.812
C 3.270199 -5.300869 1.047280 0.827 0.185 -0.605
C 2.794390 -4.427683 -0.140293 -0.698 -0.768 -0.789
C 3.634020 -4.558307 -1.420180 0.213 0.231 0.924
O 4.942806 -4.058271 -1.287260 0.882 0.225 0.217
C 1.377076 -4.928683 -0.579102 -0.059 0.072 0.786
Se 0.187363 -3.561369 -1.420568 -0.242 0.012 0.063
C 2.702524 -3.018484 0.394003 -0.749 0.775 -0.027
Se 3.034138 -1.437835 -0.698606 0.072 0.532 -0.591
H 3.466224 -7.216012 1.406003 0.253 -0.410 0.736
H 4.307111 -5.028517 1.400813 -0.869 -0.077 -0.498
H 2.568263 -5.117115 1.852751 -0.187 0.093 0.429
H 3.119916 -4.001862 -2.184161 -0.449 0.120 -0.516
H 3.700419 -5.608279 -1.699794 0.090 -0.026 -0.032
H 4.897797 -3.084983 -1.204084 -0.284 -0.421 -0.127
H 0.874620 -5.341078 0.339540 0.176 0.365 -0.991
H 1.473503 -5.728798 -1.326197 -0.044 0.152 0.408
H 3.386032 -2.870673 1.188539 0.721 -0.005 1.008
H 1.696342 -2.800919 0.752321 0.025 -0.440 0.286
C 4.380412 -0.330837 -4.128903 -1.115 -1.711 0.499
C 3.010119 -0.038352 -4.790622 -0.153 1.060 0.164
C 3.052284 0.163503 -6.319328 0.743 -0.583 0.506
O 2.477375 1.140817 -4.085539 0.840 1.136 -1.348
C 1.964148 -1.150880 -4.541628 0.471 -1.918 0.262
O 1.876179 -2.099034 -5.332838 0.035 1.573 0.884
O 1.308789 -1.051313 -3.429701 -0.137 0.467 -0.867
H 5.097637 0.447697 -4.279156 0.217 0.878 -0.055
H 4.837759 -1.234068 -4.561333 -0.260 0.073 0.139
H 4.208424 -0.528262 -3.029565 0.309 0.314 -1.188
H 3.673802 0.985405 -6.621862 0.211 0.959 0.159
H 2.044052 0.288772 -6.708054 0.103 -0.166 -0.151
H 3.591986 -0.684682 -6.773257 -0.779 -0.016 0.160
H 2.950766 1.951522 -4.441839 -0.732 -1.605 0.589
C -5.275526 2.747691 0.184215 -1.063 -0.221 0.405
C -4.729024 2.378281 1.569058 -0.370 -1.244 0.426
C -5.685450 1.315431 2.233274 -0.456 0.998 -2.170
C -4.866605 3.647132 2.451192 -0.088 -0.436 -0.550
C -3.274505 1.786875 1.475233 -0.237 1.257 1.154
O -2.427493 2.835146 1.028165 0.388 0.654 0.135
C -2.844061 1.331277 2.886889 0.522 -0.499 -0.452
C -1.363246 0.954110 3.056922 0.416 -0.780 0.158
C -0.378918 2.149010 3.083009 -0.523 -0.552 0.556
C 0.827934 2.118107 2.371407 -0.679 0.562 0.721
C 1.699971 3.194442 2.490871 -0.290 0.446 0.181
C 1.359352 4.341223 3.244036 -1.270 -1.551 -0.314
Cl 2.385834 5.705218 3.216028 0.501 0.540 0.107
C 0.152868 4.383061 3.968884 0.459 -0.771 0.019
C -0.681057 3.238526 3.921971 0.538 0.167 -0.216
C -3.207499 0.612624 0.460473 -0.951 -0.219 -0.143
N -1.949212 0.455255 -0.201655 1.089 0.930 -0.956
C -1.150102 -0.619404 -0.366853 0.207 0.890 -0.919
N -0.190370 -0.321124 -1.261890 -1.096 0.783 1.106
C -0.458400 0.997068 -1.560551 0.048 -0.061 -0.972
N -1.529185 1.533145 -1.002236 1.131 -2.516 0.103
H -5.860768 3.655858 0.338100 -0.374 -0.203 -0.398
H -5.918547 1.950397 -0.234946 0.216 0.438 0.168
H -4.553148 3.009154 -0.551745 0.970 0.051 -0.427
H -6.636779 1.828848 2.320742 -0.432 -0.041 0.049
H -5.418462 1.016234 3.207792 0.522 -0.425 1.025
H -5.875368 0.458737 1.562204 0.319 0.158 0.405
H -5.923069 3.954890 2.327927 0.622 0.134 0.196
H -4.203170 4.460963 2.120865 -0.269 -0.183 0.212
H -4.729069 3.404454 3.497480 0.233 0.197 0.280
H -2.312793 3.566048 1.681608 -0.340 -1.212 -0.422
H -3.430346 0.445023 3.158775 0.055 0.266 0.050
H -3.043988 2.120174 3.610048 -0.334 -0.018 -0.030
H -1.050639 0.197298 2.299085 -0.115 0.737 0.314
H -1.349145 0.344600 4.006827 0.413 0.877 -0.597
H 1.057853 1.252504 1.762375 0.206 0.074 -0.060
H 2.645570 3.144471 1.979072 0.186 0.189 -0.125
H -0.020646 5.250790 4.623566 -0.188 -0.552 -0.417
H -1.562175 3.119570 4.566999 0.395 0.519 -0.267
H -3.971131 0.727677 -0.351637 0.545 -0.030 0.829
H -3.399663 -0.336110 0.982270 -0.135 0.316 -0.097
H -1.279657 -1.597577 0.076045 0.022 -0.004 0.028
H 0.153946 1.482655 -2.320443 -0.224 0.094 0.366

74
Properties=species:S:1:pos:R:3:forces:R:3 method="wB97M-V/def2-TZVPD" e_tot_ha=-5404.0183 lumo_energy_ev="-10.9 / -11.9" homo_ev="-17.0 / -17.0" mol_weight_da=722.1 total_charge=+3 spin_multiplicity=4 gap_ev="6.11 / 5.14" largest_force_ev_per_a=1.61
Mo 0.598312 0.125894 0.430432 -0.765 -1.298 0.578
C -2.112991 -1.978569 -2.500567 -0.061 0.092 0.074
C -0.825500 -2.432009 -1.839558 -0.110 -0.291 0.047
C 0.367805 -2.170833 -2.720274 0.209 0.029 0.016
C -0.892089 -3.894680 -1.425081 0.023 0.054 0.161
O -0.652253 -1.617409 -0.600981 0.240 0.399 -0.385
Ge -1.297006 -2.135068 1.016266 -0.015 0.217 0.150
O -1.167174 -0.123472 1.284732 0.344 0.610 -0.093
C -2.343525 0.821759 1.340883 -0.373 0.232 -0.102
C -2.322565 1.642071 0.063694 0.104 -0.200 -0.129
C -2.204293 1.682727 2.577596 0.250 -0.156 0.120
C -3.580118 -0.051530 1.416915 0.143 -0.259 -0.025
O 1.021318 -1.398130 1.378292 0.461 0.388 -0.099
C 2.014346 -1.993386 2.363807 0.293 -0.198 0.302
C 1.199062 -2.917137 3.245334 -0.237 -0.019 -0.187
C 3.034470 -2.745848 1.531858 -0.168 0.034 -0.251
C 2.645956 -0.893118 3.186330 -0.254 0.118 -0.177
H -2.252806 -2.498753 -3.450109 0.006 0.020 0.057
H -2.089887 -0.904142 -2.698100 0.009 -0.057 -0.029
H -2.977145 -2.200908 -1.868773 0.009 -0.001 -0.040
H 0.383917 -2.873665 -3.555046 -0.024 0.056 0.034
H 1.295281 -2.304613 -2.152561 -0.022 -0.019 -0.051
H 0.303473 -1.166124 -3.135178 0.007 -0.024 0.001
H -0.948729 -4.536944 -2.303645 -0.025 0.015 0.015
H -1.787470 -4.102946 -0.828972 -0.010 -0.040 -0.026
H -0.004855 -4.184592 -0.853633 -0.007 -0.014 -0.059
H -1.349582 2.128058 -0.073521 0.043 0.118 0.005
H -3.060792 2.442976 0.109935 -0.002 -0.038 0.022
H -2.540096 1.024271 -0.810176 0.011 0.020 0.009
H -1.368725 2.377499 2.493036 -0.030 0.027 0.013
H -2.058027 1.061709 3.462713 -0.051 0.039 0.001
H -3.113719 2.267906 2.717026 0.019 -0.018 -0.034
H -3.668109 -0.696816 0.533923 -0.042 0.050 0.004
H -4.472481 0.571960 1.446499 -0.012 0.015 -0.016
H -3.577674 -0.664236 2.320593 -0.042 0.017 0.036
H 0.762122 -3.735660 2.670784 0.005 -0.038 0.001
H 0.405529 -2.375547 3.763744 0.038 0.008 0.065
H 1.854510 -3.359205 3.995632 -0.015 0.002 -0.005
H 2.573040 -3.577072 0.994675 0.038 0.035 0.037
H 3.807356 -3.150184 2.186366 -0.033 0.011 -0.007
H 3.510136 -2.079963 0.807582 0.055 -0.009 0.062
H 1.881620 -0.273367 3.657339 0.017 -0.026 0.029
H 3.289466 -0.270166 2.572868 0.112 0.127 -0.075
H 3.259657 -1.334166 3.973042 -0.033 -0.023 -0.062
Cl 1.468584 1.190620 -1.644167 -0.052 0.309 -0.019
C 2.218199 0.541984 -3.249957 0.061 -0.111 -0.422
Cl 1.181804 0.886408 -4.559764 -0.146 0.076 -0.158
H 2.380637 -0.515876 -3.117963 -0.011 -0.129 0.190
H 3.130973 1.117682 -3.315187 0.108 0.103 0.157
S 4.209086 1.332063 0.115327 0.104 -0.256 0.208
P 3.206049 2.631867 1.314580 -0.387 0.099 -0.062
S 1.162475 2.162787 1.484691 -0.090 -0.344 0.168
C 3.305650 4.288350 0.739217 0.199 0.064 -0.225
C 2.636649 5.268987 1.480082 -0.013 0.110 -0.095
C 2.779623 6.591651 1.109443 0.064 0.076 0.034
C 3.593645 6.932162 0.027482 -0.044 -0.055 0.076
C 4.244344 5.952785 -0.710458 -0.036 -0.039 -0.008
C 4.111365 4.618230 -0.355822 -0.151 0.114 0.004
C 3.953369 2.433835 2.907755 0.141 -0.208 0.044
C 5.359011 2.536481 2.933262 -0.145 -0.009 0.091
C 6.018164 2.406772 4.143103 0.019 -0.033 0.066
C 5.291159 2.177514 5.305912 -0.116 -0.009 -0.079
C 3.896339 2.075213 5.271582 0.097 0.024 -0.029
C 3.216165 2.194656 4.073028 0.283 0.039 0.029
H 2.023306 5.009094 2.337183 0.028 0.011 -0.036
H 2.272574 7.363924 1.673860 0.043 -0.011 -0.035
H 3.729174 7.973651 -0.230325 -0.057 0.012 -0.039
H 4.854069 6.224942 -1.561808 0.031 0.013 0.060
H 4.631478 3.854830 -0.921953 0.005 0.032 0.065
H 5.924608 2.725606 2.027465 -0.034 0.061 0.033
H 7.097274 2.486334 4.176970 -0.047 -0.001 0.024
H 5.810171 2.079751 6.250225 -0.007 0.006 0.004
H 3.341588 1.903790 6.184909 0.044 0.041 0.009
H 2.137561 2.122610 4.054429 0.003 0.011 -0.043